# 1
Formula: C37H32F5FeN4P2
Source: OMol25
Level of theory: ωB97M-V with the def2-TZVPD basis set

The LUMO energy (alpha / beta) is -2.544 / -2.914 eV. Its energy above the lowest of the compared OMol25 structures with the same formula, charge and spin is 134.3 kcal/mol. The net charge is +1. Its spin multiplicity is 5.

Element x y z (Å)
Fe  1.086  -0.418  -0.942
C  -2.555  -0.600  1.415
N  -1.414  -0.586  0.502
P  -0.423  -1.918  0.067
C  -0.009  -2.828  1.579
C  -1.000  -3.284  2.453
C  -0.654  -4.034  3.565
C  0.677  -4.362  3.801
C  1.663  -3.937  2.924
C  1.321  -3.170  1.816
C  -1.550  -3.099  -0.741
C  -1.247  -4.461  -0.724
C  -2.090  -5.369  -1.345
C  -3.243  -4.929  -1.982
C  -3.544  -3.574  -2.013
C  -2.693  -2.662  -1.403
P  -0.765  0.736  -0.343
C  -2.146  1.817  -0.772
C  -3.147  1.317  -1.609
C  -4.210  2.119  -1.991
C  -4.272  3.437  -1.556
C  -3.268  3.950  -0.747
C  -2.206  3.145  -0.358
C  0.275  1.665  0.884
C  2.468  1.846  0.554
C  3.367  2.197  1.654
C  2.631  2.549  2.902
C  0.209  1.704  3.339
C  -0.429  1.877  2.187
H  -3.192  -1.460  1.205
H  -3.149  0.300  1.259
H  -2.235  -0.633  2.456
H  -2.044  -3.079  2.256
H  -1.427  -4.381  4.239
H  0.940  -4.962  4.664
H  2.698  -4.203  3.094
H  2.093  -2.848  1.133
H  -0.354  -4.815  -0.223
H  -1.849  -6.425  -1.330
H  -3.909  -5.642  -2.452
H  -4.440  -3.226  -2.512
H  -2.929  -1.606  -1.425
H  -3.087  0.299  -1.974
H  -4.984  1.720  -2.635
H  -5.099  4.069  -1.855
H  -3.313  4.979  -0.414
H  -1.429  3.561  0.272
H  2.981  1.607  -0.373
H  4.420  2.392  1.511
H  3.309  2.746  3.729
H  -0.296  1.826  4.290
H  -1.470  2.176  2.159
N  1.078  3.367  -0.954
C  1.254  2.832  0.375
C  1.303  3.969  1.355
C  1.892  3.830  2.538
C  1.674  1.321  3.313
C  1.768  0.254  2.271
N  1.493  0.724  0.960
C  1.376  2.762  -2.163
C  1.615  3.606  -3.263
C  1.859  3.062  -4.495
C  1.857  1.675  -4.641
C  1.621  0.920  -3.527
N  1.388  1.433  -2.291
H  1.165  4.369  -0.995
H  0.794  4.893  1.090
H  1.886  4.647  3.251
H  1.988  0.945  4.284
H  1.830  -0.801  2.483
H  1.600  4.679  -3.121
H  2.059  3.706  -5.342
H  2.039  1.202  -5.595
H  1.611  -0.159  -3.602
F  3.544  -1.737  -0.018
C  2.822  -1.342  -1.109
F  3.646  -0.409  -1.759
C  2.751  -2.541  -2.075
F  2.576  -3.681  -1.404
F  3.792  -2.677  -2.888
F  1.655  -2.370  -2.869


# 2
Formula: C6H13F2N
Source: OMol25
Level of theory: ωB97M-V with the def2-TZVPD basis set

The LUMO energy is 1.041 eV. Its energy above the lowest of the compared OMol25 structures with the same formula, charge and spin is 86.7 kcal/mol.

Element x y z (Å)
C  2.248  0.663  -0.935
C  1.928  -1.082  0.908
C  -2.364  0.429  1.292
C  1.662  -0.681  -0.549
C  -1.329  0.623  0.142
C  -0.593  -0.715  -0.240
N  -1.963  1.207  -1.007
F  -0.686  -1.670  0.705
F  -1.026  -1.153  -1.403
H  3.280  0.275  -0.899
H  1.914  1.000  -1.940
H  2.280  1.440  -0.196
H  1.587  -2.089  1.086
H  2.993  -0.981  1.094
H  1.216  -0.381  1.414
H  -2.039  -0.270  1.980
H  -3.245  0.030  0.711
H  -2.654  1.369  1.750
H  1.825  -1.505  -1.272
H  -0.685  1.508  0.466
H  -1.467  1.228  -1.921
H  -2.882  0.756  -1.185


# 3
Formula: CH2O
Source: OMol25
Level of theory: ωB97M-V with the def2-TZVPD basis set

The LUMO energy is 0.543 eV. The structure (SMILES) is C=O. Its energy above the lowest of the compared OMol25 structures with the same formula, charge and spin is 10.5 kcal/mol.

Element x y z (Å)
C  0.575  -0.017  -0.015
O  -0.688  -0.012  0.003
H  1.133  -0.866  0.037
H  0.919  1.061  0.029


# 4
Formula: C5H9N3O2
Source: OMol25
Level of theory: ωB97M-V with the def2-TZVPD basis set

The LUMO energy (alpha / beta) is 0.286 / 0.287 eV. Its energy above the lowest of the compared OMol25 structures with the same formula, charge and spin is 100.5 kcal/mol.

Element x y z (Å)
C  -2.514  1.486  -0.453
C  -1.142  1.234  -0.600
C  1.844  -2.141  0.968
C  0.587  -1.358  0.553
C  0.801  0.082  0.873
N  -3.031  1.675  -1.657
N  -0.854  1.249  -1.891
N  -2.010  1.525  -2.482
O  1.761  0.798  0.242
O  0.560  0.467  2.127
H  -3.108  1.535  0.436
H  2.718  -1.764  0.443
H  2.014  -2.035  2.036
H  1.725  -3.195  0.736
H  0.402  -1.487  -0.513
H  -0.278  -1.710  1.109
H  -2.118  1.626  -3.481
H  1.707  0.664  -0.712
H  0.937  1.350  2.265


# 5
Formula: C15H22N13O3STi
Source: OMol25
Level of theory: ωB97M-V with the def2-TZVPD basis set

The LUMO energy (alpha / beta) is 2.497 / 2.504 eV. Its energy above the lowest of the compared OMol25 structures with the same formula, charge and spin is 0.0 kcal/mol. The net charge is -1.

Element x y z (Å)
Ti  -0.578  -0.602  0.214
N  0.000  -4.844  -1.423
C  -0.023  -3.618  -0.770
S  -0.476  -2.220  -1.699
N  0.324  -3.587  0.465
N  0.306  -2.301  0.993
C  1.058  -2.186  2.080
C  1.044  -0.950  2.723
C  1.743  -0.647  3.918
C  1.537  0.547  4.538
C  0.604  1.460  3.982
C  0.001  1.135  2.798
N  0.244  -0.001  2.114
H  -0.657  -4.903  -2.184
H  -0.043  -5.625  -0.786
H  1.575  -3.055  2.465
H  2.414  -1.391  4.327
H  2.058  0.788  5.457
H  0.357  2.389  4.477
H  -0.711  1.812  2.343
C  1.227  0.776  -4.371
O  1.344  0.484  -2.998
C  2.632  0.116  -2.615
C  2.571  -0.560  -1.251
O  1.687  0.068  -0.329
C  2.039  1.378  0.083
C  0.971  2.351  -0.357
O  -0.294  1.819  0.004
C  -1.337  2.746  -0.281
H  1.498  -0.096  -4.978
H  0.185  1.023  -4.548
H  1.876  1.618  -4.654
H  3.064  -0.605  -3.324
H  3.302  0.994  -2.606
H  2.201  -1.577  -1.350
H  3.577  -0.583  -0.814
H  2.127  1.373  1.170
H  3.002  1.672  -0.343
H  1.124  3.310  0.154
H  0.995  2.505  -1.440
H  -1.079  3.720  0.147
H  -1.488  2.835  -1.359
H  -2.249  2.386  0.185
N  -4.073  0.449  0.049
C  -3.373  0.510  -1.137
N  -3.884  1.030  -2.241
N  -2.855  1.017  -3.109
N  -1.820  0.465  -2.576
N  -2.102  0.149  -1.293
C  -3.650  -0.276  1.141
N  -4.428  -0.534  2.172
N  -3.628  -1.220  3.022
N  -2.454  -1.361  2.532
N  -2.416  -0.764  1.308
H  -5.067  0.581  -0.026


# 6
Formula: C2H6NiO
Source: OMol25
Level of theory: ωB97M-V with the def2-TZVPD basis set

The LUMO energy (alpha / beta) is 0.840 / -0.606 eV. Its spin multiplicity is 3.

Element x y z (Å)
H  -2.248  -2.127  0.649
C  1.845  0.282  -0.391
O  0.538  -0.109  -0.055
C  -0.501  0.930  -0.032
H  2.492  -0.603  -0.364
H  1.865  0.721  -1.403
H  2.216  1.032  0.327
H  -0.554  1.394  -1.033
H  -0.199  1.710  0.690
Ni  -1.177  -0.884  0.442


# 7
Formula: C58H60CsN6O2P2S4Sb
Source: OMol25
Level of theory: ωB97M-V with the def2-TZVPD basis set

The LUMO energy is 3.005 eV. Its energy above the lowest of the compared OMol25 structures with the same formula, charge and spin is 3.5 kcal/mol. The net charge is -2.

Element x y z (Å)
Cs  0.735  2.332  0.868
C  0.901  3.269  -3.055
C  1.105  4.632  -2.390
N  0.763  4.607  -0.989
C  1.404  5.645  -0.203
C  2.862  5.311  0.015
C  3.843  6.294  0.133
C  5.162  5.905  0.290
C  5.478  4.554  0.315
C  4.439  3.637  0.223
C  4.699  2.143  0.318
N  3.670  1.320  -0.292
C  3.760  1.147  -1.731
C  3.059  2.226  -2.554
N  1.620  2.194  -2.382
N  3.175  4.016  0.090
H  -0.165  3.024  -3.027
H  1.187  3.357  -4.120
H  2.157  4.921  -2.483
H  0.535  5.385  -2.960
H  -0.248  4.618  -0.834
H  1.316  6.647  -0.647
H  0.906  5.714  0.772
H  3.561  7.338  0.088
H  5.944  6.651  0.375
H  6.503  4.216  0.411
H  5.698  1.940  -0.108
H  4.746  1.879  1.379
H  3.656  0.418  0.167
H  4.812  1.096  -2.064
H  3.302  0.182  -1.980
H  3.422  3.206  -2.248
H  3.356  2.091  -3.612
H  1.262  1.295  -2.684
C  3.847  3.586  3.541
C  3.404  2.185  3.894
O  4.104  1.191  3.685
N  2.190  2.123  4.465
C  1.537  0.855  4.756
C  0.071  1.136  4.938
C  -0.388  1.716  6.111
C  -1.697  2.165  6.165
C  -2.497  2.010  5.049
C  -1.958  1.382  3.936
N  -0.703  0.941  3.873
H  3.191  4.001  2.772
H  4.877  3.566  3.195
H  3.749  4.246  4.403
H  1.566  2.931  4.357
H  1.975  0.407  5.653
H  1.678  0.164  3.926
H  0.295  1.865  6.939
H  -2.072  2.677  7.043
H  -3.489  2.432  4.994
H  -2.554  1.277  3.038
C  -1.049  -7.510  -1.135
C  -1.922  -6.404  -0.516
C  -3.264  -7.002  -0.059
C  -2.181  -5.328  -1.559
C  -2.768  -5.677  -2.771
C  -3.003  -4.745  -3.766
C  -2.629  -3.430  -3.547
C  -2.052  -3.027  -2.347
P  -1.478  -1.284  -2.161
C  -3.010  -0.310  -2.267
C  -2.853  1.064  -2.076
C  -3.950  1.911  -2.047
C  -5.225  1.379  -2.190
C  -5.394  0.012  -2.361
C  -4.292  -0.833  -2.402
C  -0.786  -1.080  -3.853
C  -1.265  -0.166  -4.786
C  -0.622  -0.001  -6.009
C  0.500  -0.753  -6.318
C  0.983  -1.675  -5.395
C  0.350  -1.830  -4.175
C  -1.848  -3.991  -1.348
O  -1.307  -3.556  -0.175
C  -0.979  -4.447  0.817
C  -0.407  -3.904  1.978
C  -0.020  -4.785  2.979
C  -0.200  -6.158  2.861
C  -0.810  -6.650  1.726
C  -1.211  -5.808  0.687
P  -0.186  -2.118  2.426
C  1.148  -1.633  1.257
C  1.067  -1.611  -0.136
C  2.206  -1.434  -0.907
C  3.444  -1.253  -0.299
C  3.534  -1.228  1.084
C  2.393  -1.426  1.854
C  -1.793  -1.449  1.876
C  -1.998  -0.346  1.075
C  -3.286  0.147  0.872
C  -4.377  -0.486  1.445
C  -4.180  -1.604  2.248
C  -2.897  -2.070  2.473
H  -1.534  -7.948  -2.008
H  -0.870  -8.312  -0.419
H  -0.085  -7.105  -1.445
H  -3.800  -7.441  -0.902
H  -3.893  -6.228  0.383
H  -3.105  -7.782  0.688
H  -3.044  -6.710  -2.940
H  -3.457  -5.040  -4.703
H  -2.773  -2.691  -4.326
H  -1.871  1.482  -1.879
H  -3.801  2.961  -1.828
H  -6.087  2.030  -2.129
H  -6.390  -0.406  -2.444
H  -4.440  -1.899  -2.508
H  -2.140  0.427  -4.555
H  -1.004  0.722  -6.719
H  1.002  -0.618  -7.268
H  1.861  -2.266  -5.625
H  0.735  -2.549  -3.458
H  0.410  -4.368  3.882
H  0.104  -6.824  3.658
H  -0.990  -7.715  1.638
H  0.104  -1.725  -0.610
H  2.126  -1.427  -1.989
H  4.329  -1.105  -0.906
H  4.480  -1.034  1.572
H  2.470  -1.407  2.933
H  -1.180  0.186  0.617
H  -3.412  1.070  0.324
H  -5.370  -0.079  1.297
H  -5.020  -2.094  2.727
H  -2.747  -2.916  3.137
S  -1.483  7.140  1.218
Sb  -1.805  5.084  2.233
S  -2.155  3.500  0.496
S  0.258  4.484  3.249
S  -3.553  5.034  3.739


# 8
Formula: C4H8O
Source: OMol25
Level of theory: ωB97M-V with the def2-TZVPD basis set

The LUMO energy is 0.975 eV. The structure (SMILES) is C[C@@H]1C[C@@H]1O. Its energy above the lowest of the compared OMol25 structures with the same formula, charge and spin is 56.8 kcal/mol.

Element x y z (Å)
C  1.640  -0.533  0.110
C  0.643  0.449  -0.423
C  -0.346  1.074  0.558
C  -0.836  0.155  -0.524
O  -1.159  -1.060  0.042
H  2.376  -0.058  0.951
H  1.081  -1.486  0.534
H  2.391  -0.895  -0.722
H  0.894  1.441  -1.106
H  -0.475  0.703  1.641
H  -0.463  2.174  0.449
H  -1.431  0.605  -1.312
H  -1.706  -0.877  0.905


# 9
Formula: C2H4N2O
Source: OMol25
Level of theory: ωB97M-V with the def2-TZVPD basis set

The LUMO energy is 1.149 eV. The structure (SMILES) is N1O[C@@H]2N[C@H]12. Its energy above the lowest of the compared OMol25 structures with the same formula, charge and spin is 91.6 kcal/mol.

Element x y z (Å)
N  0.624  -1.152  -0.023
O  1.120  -0.074  0.828
C  0.401  0.867  0.033
N  -1.010  0.692  0.157
C  -0.264  -0.218  -0.701
H  0.144  -1.842  0.558
H  0.882  1.807  -0.211
H  -1.293  0.337  1.068
H  -0.603  -0.418  -1.709


# 10
Formula: H2NO5PS
Source: OMol25
Level of theory: ωB97M-V with the def2-TZVPD basis set

The LUMO energy is 6.667 eV. The structure (SMILES) is N[P@](=O)([O-])S(=O)(=O)[O-]. Its energy above the lowest of the compared OMol25 structures with the same formula, charge and spin is 9.8 kcal/mol. The net charge is -2.

Element x y z (Å)
N  -1.590  0.351  0.018
P  -0.011  1.158  -0.027
O  0.137  1.966  1.207
O  0.113  1.759  -1.399
S  0.898  -0.874  0.026
O  2.374  -0.827  0.100
O  0.451  -1.529  -1.218
O  0.324  -1.505  1.191
H  -1.549  -0.285  0.899
H  -1.149  -0.213  -0.797


# 11
Formula: C40H38BN11ReS
Source: OMol25
Level of theory: ωB97M-V with the def2-TZVPD basis set

The LUMO energy (alpha / beta) is -10.102 / -10.255 eV. Its energy above the lowest of the compared OMol25 structures with the same formula, charge and spin is 5.5 kcal/mol. The net charge is +3. Its spin multiplicity is 3.

Element x y z (Å)
Re  -0.223  0.062  -0.168
C  -2.041  -2.901  0.233
C  -0.690  -3.049  -0.383
C  -0.087  -4.236  -0.802
C  1.064  -3.857  -1.458
N  1.156  -2.519  -1.437
N  0.097  -2.019  -0.744
B  2.067  -1.487  -2.099
N  2.713  -0.712  -0.917
C  4.012  -0.753  -0.568
C  4.133  -0.391  0.751
C  2.834  -0.140  1.200
C  2.469  0.202  2.601
N  1.980  -0.341  0.180
N  1.064  -0.471  -2.842
C  1.411  0.767  -2.870
C  -0.947  2.094  -3.049
C  -1.747  1.217  -2.464
C  -3.242  1.245  -2.405
N  -1.033  0.095  -1.953
N  3.101  -1.923  -3.084
C  3.332  -3.074  -3.776
C  4.305  -2.813  -4.696
C  4.626  -1.439  -4.522
C  5.630  -0.648  -5.279
N  3.887  -0.920  -3.554
H  -2.750  -3.500  -0.338
H  -2.060  -3.272  1.258
H  -2.384  -1.866  0.221
H  -0.460  -5.236  -0.656
H  1.821  -4.471  -1.916
H  4.766  -1.027  -1.287
H  5.037  -0.323  1.333
H  3.026  1.075  2.937
H  1.410  0.392  2.719
H  2.751  -0.629  3.249
H  2.472  0.956  -2.735
H  -1.326  2.989  -3.530
H  -3.632  1.988  -3.099
H  -3.647  0.270  -2.678
H  -3.609  1.486  -1.405
H  2.800  -3.989  -3.576
H  4.748  -3.493  -5.403
H  6.219  -1.295  -5.923
H  5.148  0.106  -5.905
H  6.292  -0.111  -4.600
N  -2.036  -0.558  3.567
C  -1.236  -1.678  3.754
C  -1.201  -2.633  4.763
C  -0.255  -3.628  4.635
C  0.634  -3.663  3.548
C  0.604  -2.711  2.552
C  -0.356  -1.707  2.662
N  -0.644  -0.610  1.855
C  -1.657  0.039  2.432
C  -2.155  1.253  1.830
C  -3.004  2.198  2.311
S  -3.099  3.513  1.224
C  -2.005  2.748  0.185
N  -1.594  1.573  0.603
H  -2.784  -0.263  4.178
H  -1.879  -2.592  5.605
H  -0.190  -4.393  5.397
H  1.365  -4.459  3.502
H  1.302  -2.738  1.724
H  -3.557  2.191  3.238
H  -1.670  3.196  -0.739
C  -0.227  0.458  -5.402
C  0.797  1.507  -5.385
C  1.175  2.288  -4.358
C  0.564  1.987  -2.996
C  -0.356  -0.694  -3.050
C  -0.745  -0.372  -4.478
C  0.941  2.721  -1.723
C  0.897  2.144  -0.517
C  1.468  2.778  0.671
C  2.638  3.546  0.516
C  3.167  4.261  1.572
C  2.566  4.215  2.823
C  1.440  3.424  3.010
C  0.908  2.709  1.952
H  -0.667  0.341  -6.387
H  1.238  1.709  -6.355
H  1.951  3.037  -4.464
H  -0.567  -1.750  -2.906
H  -1.551  -1.012  -4.822
H  1.218  3.767  -1.821
H  3.129  3.585  -0.447
H  4.058  4.857  1.421
H  2.977  4.778  3.650
H  0.980  3.365  3.989
H  0.043  2.088  2.135


# 12
Formula: C6H17NO4
Source: OMol25
Level of theory: ωB97M-V with the def2-TZVPD basis set

The LUMO energy is 0.651 eV. The structure (SMILES) is C=CCCCNC=O.O.O.O. Its energy above the lowest of the compared OMol25 structures with the same formula, charge and spin is 36.8 kcal/mol.

Element x y z (Å)
C  -2.856  -0.393  -0.041
C  -2.009  -0.864  -0.945
C  -0.559  -1.152  -0.795
C  0.318  -0.722  -1.945
C  0.530  0.791  -2.063
N  0.732  1.412  -0.746
C  1.952  1.351  -0.118
O  2.015  1.760  1.035
H  -2.796  -0.333  1.047
H  -3.853  -0.106  -0.309
H  -2.450  -1.085  -1.920
H  -0.275  -0.740  0.209
H  -0.370  -2.160  -0.374
H  1.325  -1.149  -1.698
H  0.089  -1.231  -2.889
H  1.376  1.079  -2.708
H  -0.300  1.381  -2.445
H  -0.102  1.529  -0.201
H  2.772  1.060  -0.769
O  1.755  -0.220  2.865
H  1.885  0.615  2.384
H  2.288  -0.279  3.652
O  2.533  -3.166  1.700
H  1.658  -2.802  1.940
H  3.117  -2.426  1.565
O  -2.945  2.701  0.866
H  -3.710  2.732  1.447
H  -2.119  2.419  1.256


no.,E (eV),F_max (eV/Å)
1,-111392.086,1.0
2,-13354.774,4.5
3,-3115.475,8.2
4,-13892.224,3.1
5,-75377.602,0.6
6,-45257.497,1.3
7,-143164.872,1.7
8,-6322.705,3.6
9,-7162.506,0.4
10,-31886.228,2.7
11,-72104.824,2.2
12,-16176.661,3.4